Molecular formula: C4H7P
Method: DFT, ωB97M-V/def2-TZVPD

As for the LUMO energy: 1.0 eV. As for the energy above the lowest of the compared OMol25 structures with the same formula, charge and spin: 173.39 kJ/mol. Its spin multiplicity is 1. Its total charge is 0. The calculation puts the gap between HOMO and LUMO at 9.8 eV. The SMILES is CC#CPC.

CARTESIAN COORDINATES (ANGSTROEM)
1 C 2.66 0.69 -0.35
2 C 1.25 0.77 -0.16
3 C 0.05 0.73 0.09
4 P -1.78 1.11 -0.03
5 C -2.40 -0.69 0.00
6 H 2.79 0.22 -1.33
7 H 3.25 1.68 -0.30
8 H 3.22 0.12 0.30
9 H -1.90 1.46 1.24
10 H -3.19 -0.80 -0.72
11 H -2.58 -1.05 0.95
12 H -1.66 -1.23 -0.43